# 1
C41H37CuF5P2S as an isolated structure, computed with ωB97M-V with the def2-TZVPD basis set.

Structure (XYZ):
```
87
Properties=species:S:1:pos:R:3
Cu -1.425 0.769 -4.598
C -2.537 0.906 -6.244
C -2.256 -0.436 -5.996
C -1.107 -1.141 -6.655
C 0.223 -0.317 -6.573
C 0.388 0.574 -5.355
C -0.001 1.925 -5.308
C -0.639 2.634 -6.460
C -1.764 1.796 -7.171
C 1.568 -0.676 -0.015
H -3.509 1.298 -5.923
H -3.057 -1.050 -5.578
H -1.309 -1.339 -7.724
H -0.970 -2.137 -6.195
H 1.066 -1.026 -6.575
H 0.315 0.267 -7.501
H 1.081 0.190 -4.593
H 0.386 2.557 -4.498
H 0.122 2.914 -7.208
H -1.096 3.580 -6.117
H -2.470 2.494 -7.636
H -1.295 1.239 -7.985
H 0.710 0.018 -0.019
H 2.299 -0.340 0.738
H 1.240 -1.703 0.202
P -0.936 -1.021 -1.701
P 2.344 -0.626 -1.621
C 0.157 -1.891 -2.778
C 1.500 -1.549 -2.854
C -2.338 -2.096 -1.732
C -2.611 -3.043 -2.748
C -3.479 -4.094 -2.471
C -4.176 -4.146 -1.257
C -4.059 -3.088 -0.338
C -3.192 -2.037 -0.596
C -2.752 1.373 -3.351
C -2.661 2.714 -3.049
C -3.878 3.426 -2.990
C -5.081 2.714 -3.049
C -5.096 1.312 -3.060
C -3.888 0.610 -3.233
C 3.962 -1.442 -1.440
C 3.967 -2.832 -1.241
C 5.177 -3.524 -1.167
C 6.385 -2.833 -1.295
C 6.383 -1.447 -1.480
C 5.175 -0.745 -1.534
C 2.641 1.083 -2.089
C 2.205 2.161 -1.299
C 2.472 3.468 -1.708
C 3.137 3.699 -2.919
C 3.528 2.626 -3.729
C 3.286 1.317 -3.313
H -0.193 -2.720 -3.392
H 2.158 -2.024 -3.583
H -2.126 -2.964 -3.722
H -3.610 -4.886 -3.207
H -4.822 -4.995 -1.023
H -4.642 -3.098 0.580
H -3.125 -1.177 0.067
H -1.702 3.198 -2.886
H -3.862 4.514 -2.910
H -6.022 3.262 -3.084
H -6.022 0.744 -2.993
H -3.848 -0.484 -3.287
H 3.021 -3.369 -1.148
H 5.173 -4.601 -1.014
H 7.331 -3.373 -1.256
H 7.319 -0.904 -1.585
H 5.171 0.339 -1.653
H 1.639 1.985 -0.382
H 2.159 4.300 -1.077
H 3.353 4.719 -3.235
H 4.028 2.802 -4.683
H 3.597 0.476 -3.939
F -0.579 0.826 5.947
C -0.765 1.044 4.632
C -0.777 2.345 4.129
F -0.655 3.387 4.975
C -0.928 2.562 2.766
F -0.988 3.826 2.299
C -1.056 1.499 1.827
S -1.195 1.771 0.185
C -1.092 0.197 2.409
F -1.313 -0.882 1.608
C -0.938 -0.037 3.763
F -0.950 -1.304 4.233
```

gap between HOMO and LUMO (alpha / beta)	5.89 / 4.24	eV
energy above the lowest of the compared OMol25 structures with the same formula, charge and spin	3.059	eV
max |F|	3.122	eV Å⁻¹
multiplicity	2
⟨S²⟩	0.78
net charge	0


# 2
C41H38CdN12O5S2 as an isolated structure, computed with ωB97M-V with the def2-TZVPD basis set.

Structure (XYZ):
```
99
Properties=species:S:1:pos:R:3
Cd 0.000 0.000 0.000
N 0.183 1.166 1.663
C 1.450 1.858 1.416
C 2.382 0.967 0.545
O 3.584 0.910 0.941
O 1.831 0.425 -0.458
H -0.622 1.826 1.861
H 0.239 0.488 2.467
H 1.924 2.123 2.366
H 1.260 2.782 0.859
S 0.186 2.262 -0.677
C -0.543 1.910 -2.151
N -0.077 2.389 -3.392
C -0.704 1.899 -4.613
C -2.207 1.874 -4.442
N -2.560 0.953 -3.369
C -3.636 -0.008 -3.656
C -3.193 -1.063 -4.649
C -3.834 -1.189 -5.890
C -3.415 -2.150 -6.812
C -2.353 -2.999 -6.504
C -1.714 -2.891 -5.271
C -2.133 -1.932 -4.347
C -1.826 1.002 -2.168
S -2.234 0.135 -0.786
C 0.975 3.405 -3.556
C 0.391 4.772 -3.842
C -0.153 5.547 -2.807
C -0.719 6.795 -3.072
C -0.751 7.284 -4.375
C -0.213 6.528 -5.413
C 0.357 5.280 -5.149
H -0.308 0.894 -4.803
H -0.436 2.532 -5.464
H -2.687 1.574 -5.379
H -2.591 2.863 -4.165
H -4.485 0.565 -4.047
H -3.995 -0.513 -2.756
H -4.666 -0.537 -6.150
H -3.918 -2.239 -7.771
H -2.028 -3.748 -7.221
H -0.890 -3.557 -5.025
H -1.625 -1.868 -3.387
H 1.629 3.083 -4.376
H 1.619 3.471 -2.675
H -0.138 5.187 -1.781
H -1.135 7.385 -2.258
H -1.193 8.256 -4.580
H -0.235 6.911 -6.430
H 0.774 4.707 -5.974
C -0.017 -5.652 -1.383
N -0.142 -4.210 -1.250
C 0.631 -3.374 -0.503
N 0.169 -2.149 -0.592
C -0.891 -2.285 -1.441
N -1.116 -3.526 -1.885
C -0.685 -6.352 -0.224
C -1.991 -6.846 -0.333
C -2.650 -7.361 0.787
C -2.026 -7.352 2.037
C -0.722 -6.867 2.163
C -0.047 -6.408 1.023
C -0.097 -6.656 3.455
N 1.144 -6.873 3.840
N 1.369 -6.031 4.915
C 0.248 -5.365 5.103
O -0.755 -5.767 4.262
C 0.015 -4.084 5.744
C -1.108 -3.844 6.539
C -1.378 -2.553 6.998
C -0.555 -1.486 6.626
C 0.559 -1.702 5.805
C 1.394 -0.545 5.305
N 1.581 -0.593 3.861
C 0.627 -0.688 2.893
N 1.202 -0.795 1.718
C 2.530 -0.722 2.019
N 2.817 -0.602 3.319
C 0.865 -3.017 5.420
H 1.051 -5.895 -1.423
H -0.459 -5.947 -2.341
H 1.479 -3.694 0.085
H -1.514 -1.455 -1.746
H -2.520 -6.798 -1.284
H -3.671 -7.724 0.693
H -2.575 -7.694 2.911
H 0.961 -6.008 1.137
H -1.790 -4.655 6.788
H -2.252 -2.372 7.619
H -0.811 -0.483 6.963
H 2.379 -0.563 5.784
H 0.920 0.419 5.520
H -0.435 -0.702 3.092
H 3.309 -0.762 1.268
H 1.732 -3.208 4.784
O 0.484 -1.055 -4.354
C 0.358 -0.780 -3.217
N 0.223 -0.486 -2.006
O -1.154 -0.789 1.021
```

gap between HOMO and LUMO (alpha / beta)	3.10 / 4.41	eV
energy above the lowest of the compared OMol25 structures with the same formula, charge and spin	20.193	eV
max |F|	13.044	eV Å⁻¹
net charge	-2


# 3
A 3-piece molecular cluster, C41H38ClN3O16P2Si overall, computed with ωB97M-V with the def2-TZVPD basis set.

Structure (XYZ):
```
102
Properties=species:S:1:pos:R:3
C -1.201 3.050 -1.648
Si 0.296 2.276 -0.837
C 1.829 2.958 -1.663
C 0.226 0.411 -1.041
O 0.352 2.578 0.815
C -0.908 2.655 1.458
C -0.721 2.435 2.957
C -2.061 2.186 3.615
C -2.740 3.249 4.227
P -2.210 4.992 4.454
O -1.568 5.405 3.003
Cl -0.473 4.755 5.527
C -3.989 3.037 4.783
C -4.614 1.800 4.761
P -6.306 1.699 5.457
N -7.378 1.605 4.351
O -6.444 3.052 6.318
O -6.286 0.540 6.553
C -3.923 0.729 4.206
C -2.655 0.914 3.626
C -1.951 -0.276 3.033
O -1.145 -0.153 2.138
C -2.287 -1.613 3.599
C -3.546 -1.783 4.157
C -3.942 -2.992 4.684
C -3.054 -4.048 4.690
C -1.795 -3.886 4.140
N -0.894 -5.012 4.187
C -0.877 -5.762 3.224
O -0.828 -6.457 2.301
C -1.376 -2.680 3.584
C 0.020 -2.560 3.030
C 0.969 -2.038 4.121
C 2.419 -2.242 3.766
O 3.110 -3.053 4.328
N 2.922 -1.424 2.727
C 4.073 -0.640 3.097
C 5.342 -1.172 2.966
C 6.445 -0.411 3.302
C 6.284 0.877 3.779
C 5.014 1.411 3.918
C 3.911 0.647 3.584
C -4.510 -0.651 4.188
O -5.697 -0.859 4.212
H -1.184 2.805 -2.710
H -2.118 2.615 -1.247
H -1.276 4.128 -1.512
H 2.130 2.293 -2.469
H 2.654 3.142 -0.978
H 1.570 3.923 -2.102
H 0.594 -0.031 -0.115
H -0.790 0.048 -1.189
H 0.877 0.106 -1.850
H -1.564 1.861 1.098
H -1.405 3.611 1.295
H -0.243 3.299 3.400
H -0.079 1.574 3.108
H -2.235 5.933 2.543
H -4.480 3.887 5.233
H -7.938 0.764 4.428
H -6.428 3.794 5.698
H -5.550 0.643 7.173
H -4.932 -3.117 5.093
H -3.352 -5.000 5.101
H 0.048 -1.944 2.144
H 0.374 -3.547 2.744
H 0.794 -2.606 5.033
H 0.763 -0.990 4.350
H 2.186 -0.792 2.427
H 5.439 -2.183 2.601
H 7.443 -0.809 3.188
H 7.137 1.493 4.025
H 4.873 2.416 4.287
H 2.913 1.054 3.700
O 0.713 -0.596 -4.033
C 0.200 -1.654 -4.349
C -0.664 -2.433 -3.485
C -1.163 -3.593 -3.933
O -1.959 -4.373 -3.217
C -0.855 -4.121 -5.313
O -1.344 -5.192 -5.619
C -0.006 -3.330 -6.185
C 0.490 -2.170 -5.736
O 1.274 -1.378 -6.458
H -0.875 -2.049 -2.497
H -2.164 -5.145 -3.782
H 0.199 -3.708 -7.177
H 1.492 -0.611 -5.890
O 4.404 0.366 -12.828
C 3.990 0.444 -11.686
C 2.704 -0.055 -11.244
C 2.341 0.097 -9.962
O 1.182 -0.336 -9.488
C 3.236 0.783 -8.954
O 2.824 0.900 -7.815
C 4.532 1.263 -9.394
C 4.892 1.106 -10.675
O 6.053 1.511 -11.166
H 2.071 -0.540 -11.973
H 1.161 -0.120 -8.535
H 5.171 1.739 -8.664
H 6.043 1.273 -12.115
```

SMILES	C[Si](C)(C)OCCc1c(P(O)Cl)cc(P(=N)(O)O)c2c1C(=O)c1c(ccc(N=C=O)c1CCC(=O)Nc1ccccc1)C2=O.O=C1C=C(O)C(=O)C=C1O.O=C1C=C(O)C(=O)C=C1O
gap between HOMO and LUMO	7.26	eV
max |F|	1.684	eV Å⁻¹
net charge	0


# 4
C41H39BF2IrN2O4P as an isolated structure, computed with ωB97M-V with the def2-TZVPD basis set.

Structure (XYZ):
```
91
Properties=species:S:1:pos:R:3
Ir -0.369 -0.041 -0.119
O -2.302 -1.480 -1.669
C -2.120 -0.563 -0.699
C -3.377 0.048 -0.245
C -4.635 -0.448 -0.601
C -5.788 0.153 -0.130
C -5.714 1.263 0.706
C -4.471 1.765 1.063
C -3.318 1.160 0.587
P -1.615 1.727 0.831
C -1.576 3.137 -0.342
C -1.161 2.909 -1.653
C -1.247 3.917 -2.603
C -1.736 5.168 -2.252
C -2.145 5.406 -0.947
C -2.078 4.394 -0.001
C -1.503 2.486 2.465
C -0.581 3.505 2.705
C -0.296 3.898 4.004
C -0.908 3.264 5.076
C -1.829 2.251 4.847
C -2.113 1.853 3.549
H -4.680 -1.319 -1.242
H -6.756 -0.249 -0.401
H -6.619 1.731 1.071
H -4.403 2.632 1.711
H -0.771 1.931 -1.907
H -0.938 3.724 -3.623
H -1.810 5.954 -2.994
H -2.535 6.378 -0.668
H -2.425 4.582 1.008
H -0.096 3.996 1.869
H 0.402 4.707 4.180
H -0.663 3.553 6.091
H -2.324 1.768 5.679
H -2.815 1.048 3.364
F 2.293 -1.274 0.352
C 1.424 -1.064 -0.725
F 1.255 -2.337 -1.289
H 2.024 -0.528 -1.468
C 4.880 3.294 2.839
N 3.558 2.702 2.730
N 2.833 2.886 1.560
C 2.008 1.790 1.357
O 1.194 1.738 0.424
C 2.290 0.887 2.431
C 3.255 1.453 3.199
C 3.961 0.895 4.385
C 2.603 4.177 1.025
C 2.355 4.310 -0.336
C 2.069 5.563 -0.857
C 2.031 6.680 -0.034
C 2.287 6.540 1.323
C 2.569 5.291 1.857
H 4.869 4.291 2.410
H 5.638 2.695 2.327
H 5.144 3.370 3.891
H 1.805 -0.065 2.566
H 3.465 -0.016 4.709
H 3.969 1.607 5.211
H 4.997 0.651 4.138
H 2.362 3.436 -0.971
H 1.882 5.663 -1.918
H 1.805 7.655 -0.444
H 2.262 7.404 1.974
H 2.734 5.181 2.922
C -0.707 -8.947 -3.516
C 0.435 -7.928 -3.658
C 1.755 -8.564 -3.206
C 0.584 -7.582 -5.145
C 0.086 -6.697 -2.819
C 0.305 -6.690 -1.440
C -0.028 -5.608 -0.625
C -0.629 -4.532 -1.228
O -1.095 -3.366 -0.677
B -1.640 -2.671 -1.741
O -1.541 -3.376 -2.931
C -0.888 -4.540 -2.587
C -0.527 -5.582 -3.405
H -0.532 -9.812 -4.162
H -1.655 -8.490 -3.805
H -0.797 -9.296 -2.485
H 1.963 -9.446 -3.816
H 1.735 -8.882 -2.163
H 2.577 -7.857 -3.330
H 0.951 -8.460 -5.680
H 1.296 -6.767 -5.292
H -0.370 -7.301 -5.595
H 0.741 -7.556 -0.960
H 0.190 -5.615 0.435
H -0.715 -5.517 -4.467
```

gap between HOMO and LUMO	6.90	eV
energy above the lowest of the compared OMol25 structures with the same formula, charge and spin	1.032	eV
max |F|	3.544	eV Å⁻¹
net charge	0


# 5
C41H39CeN4O5SSi as an isolated structure, computed with ωB97M-V with the def2-TZVPD basis set.

Structure (XYZ):
```
92
Properties=species:S:1:pos:R:3
Ce 10.716 13.462 11.256
N 9.917 11.971 8.945
C 9.297 12.754 7.874
C 8.453 13.879 8.440
N 9.277 14.827 9.261
H 10.721 11.454 8.616
H 9.240 11.239 9.224
H 8.714 12.120 7.289
H 10.102 13.147 7.179
H 7.646 13.537 9.120
H 8.104 14.436 7.565
H 8.633 15.398 9.741
H 9.931 15.383 8.675
O 10.985 15.493 11.825
Si 10.840 17.110 11.812
C 12.315 17.897 12.604
C 12.599 19.198 12.297
C 13.751 19.798 12.802
C 14.561 18.969 13.581
C 14.206 17.685 13.982
C 13.088 17.094 13.381
C 10.839 17.688 9.975
C 11.684 17.012 9.023
C 11.638 17.446 7.707
C 10.878 18.528 7.357
C 10.028 19.106 8.283
C 9.953 18.651 9.623
C 9.223 17.548 12.661
C 8.065 16.730 12.435
C 6.836 17.092 12.951
C 6.624 18.237 13.684
C 7.765 18.992 14.002
C 8.986 18.678 13.411
H 11.862 19.821 11.720
H 14.093 20.774 12.601
H 15.470 19.372 13.973
H 14.795 17.211 14.762
H 12.788 16.108 13.582
H 12.379 16.265 9.317
H 12.084 16.863 6.914
H 10.938 18.746 6.280
H 9.403 20.024 8.034
H 9.231 19.098 10.288
H 8.130 15.767 11.870
H 6.000 16.376 12.671
H 5.608 18.599 14.047
H 7.722 19.946 14.543
H 9.833 19.370 13.715
N 8.338 10.571 11.585
C 9.573 10.045 11.955
N 10.699 10.703 11.923
C 11.772 9.834 12.375
C 13.111 10.178 12.476
C 14.018 9.190 12.815
C 13.625 7.858 13.154
C 12.287 7.537 13.100
C 11.417 8.580 12.716
S 9.660 8.380 12.575
H 8.276 11.617 11.731
H 7.483 10.052 11.743
H 13.508 11.183 12.250
H 15.035 9.443 12.742
H 14.454 7.219 13.473
H 11.835 6.597 13.438
O 8.292 13.494 12.012
C 8.609 13.355 13.248
O 9.781 13.125 13.677
C 7.607 13.465 14.261
C 7.937 13.643 15.602
C 6.891 13.720 16.503
C 5.546 13.607 16.137
C 5.191 13.401 14.846
C 6.230 13.404 13.871
H 8.995 13.672 15.811
H 7.072 14.026 17.560
H 4.802 13.896 16.894
H 4.137 13.328 14.509
H 5.933 13.387 12.755
O 12.620 14.117 9.198
C 13.434 13.673 10.019
O 13.126 13.043 11.099
C 14.939 13.863 9.816
C 15.848 13.463 10.745
C 17.198 13.713 10.602
C 17.637 14.566 9.593
C 16.720 14.953 8.622
C 15.353 14.599 8.754
H 15.518 12.843 11.605
H 17.893 13.405 11.444
H 18.680 14.727 9.511
H 17.079 15.754 8.012
H 14.592 14.865 7.997
```

gap between HOMO and LUMO (alpha / beta)	8.37 / 8.75	eV
max |F|	3.852	eV Å⁻¹
multiplicity	2
⟨S²⟩	0.75
net charge	0